Record 1
Density functional theory data (ωB97M-V with the def2-TZVPD basis set) for 2 unconnected molecules or ions with the total composition C10H16 in a non-equilibrium geometry.

Geometry (Å):
C: -0.1776 2.0635 2.0578
C: 0.4928 0.8347 1.5298
C: -0.2886 -0.2940 1.3683
C: 0.2187 -1.3609 0.6113
C: 1.5576 -1.2308 0.1390
C: 2.3565 -0.1997 0.6392
C: 1.8414 0.9499 1.2384
H: 0.2910 2.6429 2.8612
H: -1.2373 1.9024 2.2095
H: -0.2612 2.8582 1.2489
H: -1.1811 -0.4465 1.9705
H: -0.3627 -2.2580 0.4811
H: 1.9724 -2.0060 -0.4920
H: 3.3986 -0.4232 0.8027
H: 2.5436 1.6583 1.6574
C: -2.6639 -0.7097 -1.5281
C: -1.7198 0.1797 -2.3281
C: -0.3309 -0.3840 -2.6328
H: -2.7455 -1.6895 -2.0321
H: -3.6434 -0.2299 -1.6110
H: -2.3557 -0.8409 -0.5029
H: -2.1659 0.0193 -3.3473
H: -1.7196 1.2149 -2.0815
H: 0.0756 -0.4921 -1.5890
H: -0.2426 -1.3438 -3.1352
H: 0.3014 0.3698 -3.0930

## Properties
LUMO level = 1.05 eV
2S+1 = 1
Highest occupied orbital energy = -0.3231 Ha
E_tot = -10627.9909 eV
Net charge = 0



Record 2
Density functional theory data (ωB97M-V with the def2-TZVPD basis set) for a molecular structure, C10H16Cl2N2Pd in a non-equilibrium geometry.

Geometry (Å):
Pd: -1.0498 1.5575 1.6998
Cl: -0.0738 3.2905 0.5099
Cl: -1.6180 2.3948 3.8621
C: 2.2292 -0.6999 -0.0519
H: 3.1269 -1.1755 -0.4469
H: 2.5350 0.3158 0.2322
C: -0.2781 0.1356 -0.3589
C: 1.0868 -0.6072 -0.9745
H: -0.8765 -0.6693 0.1054
C: 1.4030 -0.0953 -2.3705
H: 0.6616 -1.6492 -1.1137
C: 1.0960 1.3878 -2.5404
H: 2.4540 -0.2301 -2.6101
H: 0.8211 -0.6407 -3.1245
C: -0.4049 1.6222 -2.5171
H: 1.5426 1.9411 -1.6965
H: 1.5052 1.7474 -3.4900
C: -1.1182 0.8895 -1.3434
H: -0.5990 2.6956 -2.5033
H: -0.8278 1.2148 -3.4545
H: -1.7322 1.6102 -0.7837
H: -1.8193 0.1652 -1.7901
N: -0.0720 -1.3659 2.0242
C: -0.4420 -2.4908 2.6858
C: -1.6487 -2.2524 3.4014
C: -1.9523 -0.9089 3.1859
N: -0.9929 -0.3771 2.3727
H: 1.8835 -1.1972 0.8773
H: 0.1256 -3.4106 2.6653
H: -2.2307 -2.9389 3.9775
H: -2.7344 -0.2590 3.5702

## Properties
<S²> = 6.035
LUMO level (spin up / spin down) = 0.34 / -4.29 eV
2S+1 = 5
Highest occupied orbital energy (spin up / spin down) = -0.2878 / -0.3545 Ha
E_tot = -42128.7373 eV
Net charge = 0



Record 3
Density functional theory data (ωB97M-V with the def2-TZVPD basis set) for a molecular structure, C10H16Cl3NO3Pd in a non-equilibrium geometry.

Geometry (Å):
C: -1.0524 1.5479 -1.6105
C: -1.3764 2.1904 -0.3930
C: -2.0130 1.2712 0.4680
C: -1.0703 3.5947 -0.0485
C: -2.1478 0.0123 -0.2272
C: -1.5213 0.1809 -1.5449
C: -1.7573 -0.7433 -2.6616
C: -0.4264 2.1814 -2.7754
C: -2.5398 1.5679 1.8065
C: -3.0661 -1.0915 0.1286
Pd: -0.0517 -0.6213 -0.1271
Cl: 1.4981 1.1781 0.5592
Cl: 1.6234 -0.4464 -2.2747
Cl: -0.6445 -1.1193 2.1035
H: -0.1816 3.9501 -0.5770
H: -0.8871 3.7126 1.0250
H: -1.9005 4.2634 -0.3123
H: -1.8504 2.2382 2.3423
H: -2.6185 0.6406 2.3909
H: -3.5296 2.0588 1.7616
H: -2.8992 -1.3731 1.1798
H: -2.8508 -1.9695 -0.4877
H: -4.1105 -0.7791 -0.0179
H: -1.9401 -1.7477 -2.2747
H: -0.8865 -0.8088 -3.3157
H: -2.6240 -0.4183 -3.2496
H: 0.3579 2.8799 -2.4480
H: -1.1600 2.7463 -3.3745
H: 0.0404 1.4201 -3.4122
O: 0.9225 -1.5786 -3.4160
H: 1.3803 -2.4165 -3.2103
O: 3.2879 -2.8329 1.2542
N: 2.5005 -2.0132 0.8042
O: 1.4086 -2.3210 0.2729

## Properties
<S²> = 6.031
LUMO level (spin up / spin down) = 5.41 / 4.82 eV
2S+1 = 5
Highest occupied orbital energy (spin up / spin down) = 0.0482 / -0.0247 Ha
E_tot = -59303.7940 eV
Net charge = -2



Record 4
Density functional theory data (ωB97M-V with the def2-TZVPD basis set) for 2 unconnected molecules or ions with the total composition C10H16ClNO3 in a non-equilibrium geometry.

Geometry (Å):
C: -1.3289 1.2366 -0.7079
C: -0.6402 -0.0816 -0.0234
C: -1.2711 -1.3010 -0.6211
C: -0.6191 -0.0002 1.4676
C: 0.2938 1.1491 1.8059
C: 1.1155 1.2964 0.7862
Cl: 2.6367 2.1880 0.6967
C: 0.8870 0.1449 -0.1653
C: 1.6404 0.3656 -1.4849
C: 1.3396 -1.1950 0.6392
C: 0.2525 -1.2277 1.6972
H: -2.2625 0.9583 -1.2315
H: -0.6209 1.7007 -1.4644
H: -1.6301 1.8481 0.1392
H: -1.0728 -2.3379 -0.0809
H: -1.1071 -1.3541 -1.7689
H: -2.3669 -1.2479 -0.5193
H: -1.5316 -0.2549 2.0046
H: 0.2761 1.6686 2.7637
H: 1.1664 1.0821 -2.2070
H: 1.5636 -0.6151 -1.9552
H: 2.6708 0.6390 -1.4153
H: 2.3497 -1.1562 1.1019
H: 1.2690 -2.1762 0.0216
H: -0.4126 -2.0077 1.4888
H: 0.6334 -1.2813 2.7474
O: -0.8273 5.4540 -0.3905
N: -0.1707 4.4960 -0.1753
O: 0.0511 3.9338 0.8444
O: 0.5917 4.0099 -1.1943
H: 1.2226 3.3414 -0.8438

## Properties
LUMO level = 0.61 eV
2S+1 = 1
Highest occupied orbital energy = -0.3375 Ha
E_tot = -30778.8173 eV
Net charge = 0



Record 5
Density functional theory data (ωB97M-V with the def2-TZVPD basis set) for C10H16N2OS in the gas phase.

Geometry (Å):
C: 4.4508 0.9416 0.9925
C: 3.1292 0.3002 1.4408
N: 2.3066 -0.2844 0.4146
C: 2.6064 -1.6091 -0.0654
C: 3.7610 -1.7387 -1.0698
C: 1.6809 0.6258 -0.5243
C: 0.2029 0.6924 -0.2414
C: -0.3759 1.5927 0.6015
S: -2.0639 1.3477 0.7832
C: -2.0168 -0.0065 -0.3035
C: -3.1982 -0.7990 -0.6779
N: -4.3656 -0.4206 -0.1022
O: -3.1270 -1.7307 -1.4540
C: -0.7449 -0.2213 -0.7552
H: 4.2806 1.6723 0.2051
H: 4.9117 1.4491 1.8365
H: 5.1459 0.1946 0.6221
H: 3.3444 -0.4819 2.1743
H: 2.5242 1.0642 1.9430
H: 1.6937 -1.9965 -0.5293
H: 2.8209 -2.2345 0.8060
H: 3.6413 -1.0366 -1.8918
H: 4.7200 -1.5524 -0.5952
H: 3.7736 -2.7458 -1.4792
H: 1.8302 0.2895 -1.5548
H: 2.1092 1.6273 -0.4293
H: 0.0912 2.3988 1.1328
H: -4.4247 0.3474 0.5418
H: -5.1988 -0.9360 -0.3289
H: -0.5156 -1.0144 -1.4436

## Properties
LUMO level = 0.57 eV
2S+1 = 1
Highest occupied orbital energy = -0.2950 Ha
E_tot = -26492.5899 eV
Net charge = 0



Record 6
Density functional theory data (ωB97M-V with the def2-TZVPD basis set) for a gas-phase ion, C10H16NOS (charge +1) in a non-equilibrium geometry.

Geometry (Å):
C: 4.0449 0.2333 1.1108
C: 2.8590 0.9427 0.8747
C: 4.1185 -0.9681 0.4195
C: 1.9739 0.3679 -0.0351
C: -1.4524 -0.3020 -1.1467
C: 0.6989 0.8104 -0.5068
C: -1.3195 -0.5897 0.4812
C: 0.4483 2.2620 -0.6301
C: -2.6254 -0.5557 1.2162
C: -0.8127 -2.0384 0.4998
N: -0.0653 -0.0085 -1.5040
O: -0.5281 0.3932 0.9293
S: 2.8026 -0.9911 -0.7511
H: 4.8637 0.6250 1.7710
H: 2.6845 1.8370 1.5463
H: 4.9174 -1.5546 0.3520
H: -1.7170 -1.1431 -1.8641
H: -2.2627 0.4068 -1.4349
H: 0.8582 2.7748 -1.5020
H: 0.6240 2.7449 0.2892
H: -0.6031 2.4511 -0.8274
H: -3.3481 -0.9435 0.6263
H: -3.1051 0.4446 1.2925
H: -2.6891 -0.9375 2.1917
H: -0.0600 -2.3369 -0.2210
H: -1.7512 -2.5542 0.3337
H: -0.4414 -2.1902 1.4691
H: 0.3937 -0.9435 -1.6129
H: -0.0133 0.2520 -2.5131

## Properties
LUMO level = -4.27 eV
2S+1 = 1
Highest occupied orbital energy = -0.4619 Ha
E_tot = -24992.3227 eV
Net charge = +1



Record 7
Density functional theory data (ωB97M-V with the def2-TZVPD basis set) for 2 unconnected molecules or ions with the total composition C10H16O in a non-equilibrium geometry.

Geometry (Å):
C: -0.6137 2.9862 -1.4977
C: 0.3302 1.9308 -1.4480
C: -0.0816 0.9470 -0.4337
C: 0.3155 1.1025 0.8896
C: -0.2412 0.3753 1.9022
C: -1.3237 -0.5141 1.6641
O: -1.8600 -1.3711 2.5478
C: -1.6590 -0.6767 0.3261
C: -1.0494 0.0251 -0.7980
H: -0.5624 3.8851 -0.9882
H: -1.6094 2.4984 -1.3684
H: -0.6442 3.4208 -2.4893
H: 0.5492 1.4794 -2.4052
H: 1.2807 2.2766 -1.1534
H: 1.1616 1.8601 1.0419
H: 0.0430 0.5549 2.9957
H: -1.9532 -0.9216 3.5259
H: -2.5758 -1.2499 -0.0154
H: -1.6566 -0.0543 -1.6826
C: 2.4506 -2.9898 -1.3164
C: 2.7702 -1.4918 -1.0856
H: 1.2989 -2.9791 -1.3065
H: 2.8393 -3.2827 -2.2300
H: 2.7449 -3.3510 -0.3423
H: 1.8703 -0.9961 -0.8338
H: 3.2617 -1.2080 -2.1006
H: 3.4449 -1.1310 -0.2468

## Properties
LUMO level = 0.68 eV
2S+1 = 1
Highest occupied orbital energy = -0.3110 Ha
E_tot = -12674.3254 eV
Net charge = 0



Record 8
Density functional theory data (ωB97M-V with the def2-TZVPD basis set) for 2 unconnected molecules or ions with the total composition C10H16O in a non-equilibrium geometry.

Geometry (Å):
C: -2.3788 2.2882 0.7382
C: -1.9024 1.1844 -0.1438
C: -2.1932 -0.1524 0.1262
C: -1.5903 -1.1507 -0.6199
C: -0.9216 -0.8571 -1.7986
O: -0.6101 -1.7961 -2.7407
C: -0.6504 0.4769 -2.1063
C: -1.1855 1.4713 -1.3012
H: -2.6621 3.1913 0.2025
H: -1.6101 2.6214 1.4513
H: -3.1458 1.9917 1.4634
H: -2.7897 -0.4091 0.9959
H: -1.7773 -2.2034 -0.4167
H: -0.6275 -2.6697 -2.3350
H: -0.0725 0.6625 -2.9989
H: -1.1267 2.4719 -1.7235
C: 2.4818 -1.9421 1.1192
C: 1.7467 -0.6057 1.2495
C: 2.5121 0.5666 0.6831
H: 3.4920 -1.8267 1.5302
H: 2.6281 -2.1921 0.0649
H: 1.9659 -2.7175 1.6788
H: 0.7650 -0.7128 0.7818
H: 1.5040 -0.4575 2.3005
H: 1.9023 1.4708 0.6651
H: 3.2565 0.9405 1.4038
H: 2.9895 0.3553 -0.2697

## Properties
LUMO level = 0.81 eV
2S+1 = 1
Highest occupied orbital energy = -0.3077 Ha
E_tot = -12676.6972 eV
Net charge = 0



Record 9
Density functional theory data (ωB97M-V with the def2-TZVPD basis set) for 2 unconnected molecules or ions with the total composition C10H16O in a non-equilibrium geometry.

Geometry (Å):
C: -1.8386 1.2696 2.5869
C: -1.5534 1.2056 1.0828
C: -2.6390 1.0650 0.2413
C: -2.4531 1.2091 -1.1693
C: -1.1458 1.3479 -1.5678
O: -0.7765 1.6688 -2.8657
C: -0.0498 1.2338 -0.7183
C: -0.2299 1.2353 0.6537
H: -0.9436 1.5984 3.1133
H: -2.3379 0.4350 3.0780
H: -2.5595 2.0842 2.7462
H: -3.6484 0.8291 0.5451
H: -3.3586 1.2509 -1.7541
H: -1.5458 1.8408 -3.3830
H: 0.9305 1.2800 -1.1676
H: 0.5561 1.4515 1.3597
C: 2.4565 -2.7321 0.6966
C: 1.5676 -1.7867 -0.1359
C: 2.2927 -1.2019 -1.3226
H: 2.9590 -3.4330 0.0319
H: 3.2813 -2.1710 1.1564
H: 1.9148 -3.1809 1.5252
H: 1.0883 -1.0312 0.4896
H: 0.6790 -2.4107 -0.2868
H: 2.5391 -1.9870 -2.0382
H: 3.1413 -0.5800 -1.0334
H: 1.6737 -0.4904 -1.8642

## Properties
LUMO level = 0.91 eV
2S+1 = 1
Highest occupied orbital energy = -0.3085 Ha
E_tot = -12676.2405 eV
Net charge = 0